(1)
Molecular formula: C48H36F3O29
Method: DFT, wB97M-V/def2-TZVPD

Output
highest occupied orbital energy: -1.761 eV
E: -117885.007 eV
frontier orbital gap: 1.4 eV

ORCA input file:
```
! RIJCOSX wB97M-V def2-TZVPD def2/J DEFGRID3
* xyz -1 1
O -5.360 -0.032 0.808
C -5.329 -1.076 0.246
C -4.292 -2.143 0.641
C -2.845 -1.591 0.676
C -2.556 -1.011 -0.731
C -1.083 -1.117 -1.206
C -0.291 -2.256 -0.622
F 0.820 -2.429 -1.424
F 0.215 -2.005 0.572
F -0.887 -3.414 -0.633
H -6.043 -1.236 -0.600
H -4.295 -2.884 -0.174
H -4.595 -2.595 1.591
H -2.828 -0.803 1.443
H -3.196 -1.494 -1.480
H -2.840 0.059 -0.719
H -0.536 -0.192 -1.014
H -1.076 -1.273 -2.293
C 1.273 -0.544 -4.809
C 2.062 -0.307 -5.864
C 1.615 0.554 -7.004
O 2.385 0.749 -7.930
C 0.271 1.117 -6.952
C -0.514 0.875 -5.899
C -0.062 0.038 -4.749
O -0.822 -0.131 -3.810
O -1.760 1.370 -5.813
O 3.294 -0.823 -5.964
H 1.584 -1.163 -3.977
H -0.064 1.729 -7.783
H -2.117 1.053 -4.959
H 3.648 -0.501 -6.815
C 2.216 -0.822 2.666
C 2.709 -1.705 3.544
C 3.815 -1.343 4.488
O 4.212 -2.181 5.279
C 4.372 0.003 4.413
C 3.881 0.883 3.534
C 2.758 0.526 2.607
O 2.350 1.382 1.842
O 4.355 2.123 3.426
O 2.247 -2.951 3.636
H 1.416 -1.069 1.983
H 5.180 0.248 5.088
H 3.824 2.548 2.722
H 2.766 -3.377 4.344
C -0.813 4.129 4.858
C -1.849 3.757 5.616
C -2.567 2.460 5.390
O -3.494 2.182 6.135
C -2.128 1.609 4.298
C -1.089 1.980 3.533
C -0.355 3.266 3.775
O 0.588 3.533 3.056
O -0.653 1.236 2.526
O -2.311 4.509 6.618
H -0.287 5.061 5.013
H -2.665 0.685 4.134
H 0.105 1.715 2.132
H -3.059 4.007 7.000
C -1.616 4.500 -10.418
C -2.642 4.974 -11.132
C -4.061 4.630 -10.795
O -4.952 5.109 -11.474
C -4.303 3.737 -9.674
C -3.278 3.256 -8.955
C -1.856 3.622 -9.280
O -0.958 3.175 -8.593
O -3.470 2.438 -7.924
O -2.470 5.777 -12.182
H -0.588 4.743 -10.652
H -5.330 3.484 -9.451
H -2.591 2.225 -7.547
H -3.368 5.973 -12.514
C 5.378 -6.423 -7.236
C 5.666 -5.233 -7.774
C 4.811 -4.027 -7.525
O 5.138 -2.968 -8.030
C 3.628 -4.185 -6.693
C 3.335 -5.375 -6.155
C 4.204 -6.576 -6.383
O 3.900 -7.629 -5.855
O 2.262 -5.562 -5.391
O 6.726 -5.044 -8.562
H 5.988 -7.298 -7.407
H 3.012 -3.311 -6.535
H 2.279 -6.502 -5.126
H 6.703 -4.100 -8.812
C -8.259 5.669 6.550
C -7.583 5.092 7.549
C -6.599 3.987 7.302
O -6.002 3.520 8.255
C -6.412 3.528 5.933
C -7.091 4.103 4.931
C -8.054 5.226 5.175
O -8.631 5.723 4.226
O -6.950 3.713 3.668
O -7.736 5.461 8.822
H -8.968 6.467 6.717
H -5.713 2.719 5.768
H -7.544 4.282 3.141
H -7.132 4.890 9.335
C 7.024 -5.098 9.907
C 7.843 -4.800 8.894
C 7.434 -3.861 7.799
O 8.234 -3.617 6.915
C 6.095 -3.290 7.847
C 5.272 -3.590 8.860
C 5.691 -4.508 9.969
O 4.908 -4.731 10.874
O 4.039 -3.094 8.946
O 9.069 -5.315 8.793
H 7.309 -5.772 10.703
H 5.803 -2.628 7.043
H 3.659 -3.464 9.766
H 9.447 -4.937 7.974
*
```

---

(2)
Molecular formula: C5H8
Method: DFT, wB97M-V/def2-TZVPD

Output
energy above the lowest of the compared OMol25 structures with the same formula, charge and spin: 1.272 eV
highest occupied orbital energy: -9.303 eV
E: -5312.895 eV
frontier orbital gap: 10.4 eV
SMILES string: CC#CCC

ORCA input file:
```
! RIJCOSX wB97M-V def2-TZVPD def2/J DEFGRID3
* xyz 0 1
C 2.177 0.538 -0.024
C 1.312 -0.696 -0.007
C -0.121 -0.399 -0.041
C -1.288 -0.099 -0.087
C -2.753 0.137 0.010
H 3.215 0.339 -0.007
H 1.931 1.135 0.877
H 1.944 1.171 -0.839
H 1.483 -1.423 -0.854
H 1.488 -1.331 0.881
H -3.360 -0.456 -0.697
H -3.130 -0.111 1.050
H -2.898 1.195 -0.261
*
```

---

(3)
Molecular formula: C6H11NO2
Method: DFT, wB97M-V/def2-TZVPD

Output
energy above the lowest of the compared OMol25 structures with the same formula, charge and spin: 4.970 eV
highest occupied orbital energy: -9.954 eV
E: -11981.298 eV
frontier orbital gap: 10.6 eV
SMILES string: C=C(C)C#N.CCOO

ORCA input file:
```
! RIJCOSX wB97M-V def2-TZVPD def2/J DEFGRID3
* xyz 0 1
C -1.916 -0.617 0.959
C -2.205 -1.382 -0.295
O -1.197 0.706 0.694
O -2.040 1.532 -0.093
H -1.720 1.369 -1.003
H -2.826 -0.353 1.506
H -1.192 -1.107 1.610
H -1.316 -1.272 -0.988
H -2.373 -2.434 -0.081
H -3.036 -0.944 -0.841
C 2.925 -0.179 -0.580
C 1.724 0.570 -0.081
C 1.696 1.303 1.031
C 0.579 0.478 -0.921
N -0.135 0.286 -1.817
H 3.214 0.182 -1.567
H 3.760 -0.059 0.107
H 2.701 -1.241 -0.673
H 0.816 1.840 1.332
H 2.544 1.323 1.701
*
```

---

(4)
Molecular formula: C24H25Cl2MoN4O2S2
Method: DFT, wB97M-V/def2-TZVPD

Output
energy above the lowest of the compared OMol25 structures with the same formula, charge and spin: 1.074 eV
highest occupied orbital energy (alpha / beta): -9.926 / -10.222 eV
E: -83917.257 eV
frontier orbital gap (alpha / beta): 6.5 / 6.4 eV
expectation value of S²: 2.019

ORCA input file:
```
! RIJCOSX wB97M-V def2-TZVPD def2/J DEFGRID3
* xyz 1 3
Mo 0.583 -0.401 -0.138
C -2.538 0.120 -0.411
N -1.596 -0.261 0.661
C -1.636 0.734 1.777
C -0.367 1.532 2.024
C -0.399 2.583 2.925
C 0.768 3.279 3.191
C 1.940 2.910 2.550
C 1.898 1.859 1.656
N 0.767 1.190 1.400
C -1.988 -1.613 1.130
C -0.998 -2.060 2.156
C -1.298 -2.880 3.225
C -0.288 -3.174 4.130
C 0.966 -2.617 3.945
C 1.185 -1.811 2.843
N 0.220 -1.550 1.954
C -2.031 1.353 -1.077
C -2.875 2.272 -1.675
C -2.322 3.401 -2.255
C -0.949 3.573 -2.189
C -0.180 2.600 -1.580
N -0.703 1.493 -1.041
H -3.540 0.274 0.002
H -2.572 -0.697 -1.134
H -1.877 0.208 2.703
H -2.452 1.436 1.597
H -1.327 2.847 3.415
H 0.762 4.102 3.894
H 2.873 3.424 2.732
H 2.779 1.529 1.120
H -1.979 -2.277 0.261
H -3.005 -1.602 1.535
H -2.296 -3.279 3.343
H -0.482 -3.826 4.971
H 1.779 -2.814 4.628
H 2.158 -1.390 2.636
H -3.943 2.103 -1.679
H -2.951 4.138 -2.736
H -0.469 4.447 -2.606
H 0.896 2.689 -1.522
C 2.164 1.140 -4.280
C 1.504 0.336 -3.193
S 2.148 0.561 -1.567
C 0.531 -0.558 -3.418
C -0.002 -0.863 -4.790
S -0.129 -1.522 -2.094
H 3.001 1.715 -3.889
H 1.460 1.839 -4.737
H 2.546 0.491 -5.071
H 0.750 -1.380 -5.391
H -0.273 0.054 -5.317
H -0.883 -1.498 -4.739
Cl 2.861 -4.482 -1.533
C 1.756 -3.816 -0.323
Cl 1.046 -5.066 0.712
C 2.517 -2.788 0.529
O 3.364 -3.114 1.313
O 2.179 -1.538 0.296
H 0.945 -3.356 -0.870
*
```

---

(5)
Molecular formula: C18H36N2O24
Method: DFT, wB97M-V/def2-TZVPD

Output
highest occupied orbital energy: -0.849 eV
E: -71342.646 eV
frontier orbital gap: 5.1 eV

ORCA input file:
```
! RIJCOSX wB97M-V def2-TZVPD def2/J DEFGRID3
* xyz -2 1
N -4.090 0.171 0.106
O -3.956 1.222 0.683
O -3.970 -0.888 0.784
O -4.588 0.129 -0.957
N -1.234 0.422 0.027
O -1.818 -0.261 0.831
O -1.622 1.593 -0.014
O -0.274 -0.038 -0.535
C -2.171 -5.378 -0.229
O -2.584 -4.438 -1.169
C -2.726 -3.157 -0.867
O -2.521 -2.563 0.253
O -3.011 -2.479 -1.963
C -2.509 -1.163 -2.145
H -1.205 -5.187 0.238
H -2.210 -6.365 -0.690
H -2.928 -5.353 0.555
H -3.335 -0.494 -2.388
H -1.712 -1.103 -2.887
H -2.070 -0.658 -1.285
C 2.244 -1.163 -0.953
O 2.053 -1.160 0.415
C 3.003 -1.435 1.271
O 4.229 -1.408 1.071
O 2.430 -1.782 2.402
C 3.154 -2.409 3.404
H 1.426 -0.608 -1.412
H 2.250 -2.192 -1.310
H 3.227 -0.744 -1.168
H 3.680 -3.258 2.967
H 2.449 -2.783 4.146
H 3.764 -1.837 4.104
C 1.243 0.761 0.388
O 1.773 1.826 1.208
C 0.978 2.586 1.962
O -0.201 2.591 1.895
O 1.809 3.308 2.682
C 1.312 4.447 3.389
H 0.527 0.206 0.995
H 1.970 0.120 -0.109
H 0.587 1.106 -0.411
H 0.762 5.159 2.774
H 2.078 4.975 3.955
H 0.619 4.154 4.178
C 0.642 -4.142 3.145
O 1.083 -3.944 1.803
C 0.236 -3.228 1.053
O -0.686 -2.523 1.395
O 0.614 -3.356 -0.241
C 0.084 -2.589 -1.365
H 0.131 -3.227 3.446
H 1.442 -4.277 3.874
H -0.105 -4.931 3.239
H -0.511 -1.736 -1.040
H -0.532 -3.308 -1.906
H 0.915 -2.324 -2.018
C 4.839 2.919 -1.128
O 3.696 2.185 -0.915
C 3.134 1.702 -2.067
O 3.476 1.900 -3.195
O 2.160 0.870 -1.631
C 1.198 0.397 -2.513
H 5.045 3.542 -0.258
H 4.875 3.491 -2.055
H 5.624 2.173 -1.254
H 1.106 0.939 -3.454
H 0.269 0.416 -1.943
H 1.395 -0.637 -2.798
C -3.040 6.074 -0.542
O -3.283 4.954 -1.429
C -3.089 3.650 -1.106
O -2.686 3.231 0.032
O -3.324 2.987 -2.167
C -3.212 1.559 -2.069
H -3.947 6.675 -0.486
H -2.199 6.651 -0.927
H -2.771 5.749 0.463
H -2.211 1.347 -2.445
H -3.993 1.088 -2.666
H -3.205 1.252 -1.024
*
```

---

(6)
Molecular formula: C5H10O2
Method: DFT, wB97M-V/def2-TZVPD

Output
energy above the lowest of the compared OMol25 structures with the same formula, charge and spin: 1.319 eV
highest occupied orbital energy: -9.668 eV
E: -9441.724 eV
frontier orbital gap: 10.7 eV
SMILES string: C[C@H]1OCC[C@H]1O

ORCA input file:
```
! RIJCOSX wB97M-V def2-TZVPD def2/J DEFGRID3
* xyz 0 1
C 1.951 -0.134 -0.728
C 0.830 0.333 0.178
O 0.070 1.316 -0.517
C -1.207 1.348 0.088
C -1.553 -0.116 0.356
C -0.182 -0.769 0.616
O -0.019 -2.011 -0.030
H 2.639 0.694 -0.925
H 1.533 -0.477 -1.679
H 2.505 -0.962 -0.278
H 1.251 0.791 1.089
H -1.896 1.831 -0.609
H -1.191 1.935 1.024
H -2.256 -0.256 1.182
H -2.010 -0.565 -0.539
H -0.049 -1.002 1.679
H -0.416 -1.956 -0.908
*
```

---

(7)
Molecular formula: C6H11NO2
Method: DFT, wB97M-V/def2-TZVPD

Output
energy above the lowest of the compared OMol25 structures with the same formula, charge and spin: 3.700 eV
highest occupied orbital energy (alpha / beta): -7.266 / -7.266 eV
E: -11982.568 eV
frontier orbital gap (alpha / beta): 7.8 / 7.8 eV

ORCA input file:
```
! RIJCOSX wB97M-V def2-TZVPD def2/J DEFGRID3
* xyz 0 1
C 1.005 -2.351 -0.272
C 0.096 1.851 1.573
C -0.903 0.238 -1.810
N 1.285 0.125 -0.410
C 0.666 -0.992 0.300
C -0.661 0.970 0.640
C -0.153 0.317 -0.514
O -1.976 0.879 0.808
O 0.361 -0.921 1.547
H -2.240 1.275 1.648
H 1.670 -0.146 -1.308
H 0.363 -3.109 0.174
H 0.931 -2.394 -1.360
H 2.035 -2.586 0.006
H -0.010 1.491 2.597
H -0.305 2.869 1.497
H 1.153 1.842 1.329
H -0.402 -0.421 -2.522
H -1.009 1.226 -2.266
H -1.905 -0.164 -1.659
*
```

---

(8)
Molecular formula: C5H7O5S2
Method: DFT, wB97M-V/def2-TZVPD

Output
energy above the lowest of the compared OMol25 structures with the same formula, charge and spin: 0.332 eV
highest occupied orbital energy: -4.394 eV
E: -37207.311 eV
frontier orbital gap: 7.6 eV
SMILES string: C/C(S)=C(/OC(=O)[O-])S(C)(=O)=O

ORCA input file:
```
! RIJCOSX wB97M-V def2-TZVPD def2/J DEFGRID3
* xyz -1 1
C -2.569 -1.806 -0.738
C -1.106 1.323 -0.025
C -0.903 0.020 0.102
C -0.086 2.360 -0.333
C 1.252 -2.460 -0.028
O 1.174 -0.351 -1.676
O -2.147 -2.907 -0.792
O -3.385 -1.049 -1.148
O 1.827 0.054 0.647
O -1.649 -0.958 0.473
S -2.784 1.922 0.196
S 0.894 -0.597 -0.269
H 0.902 1.990 -0.075
H -0.301 3.263 0.241
H -0.104 2.616 -1.392
H 0.461 -2.890 0.569
H 2.214 -2.482 0.458
H 1.268 -2.870 -1.027
H -3.358 0.753 -0.070
*
```